Formula: C10H19N3S
Source: the OMol25 dataset
Level of theory: wB97M-V/def2-TZVPD

Last column: Mulliken charge in e.
CARTESIAN COORDINATES (ANGSTROEM)
1 C -2.305 -3.626 0.182  -1.28
2 C -1.838 -2.278 0.704  -0.33
3 C -0.365 -1.996 0.405  -0.76
4 C 0.104 -0.636 0.936  0.04
5 C 1.602 -0.385 0.739  -0.90
6 C 2.110 -0.417 -0.699  -0.81
7 C 1.435 0.552 -1.693  -0.70
8 C 1.611 2.041 -1.355  -0.64
9 C 0.611 2.581 -0.380  0.36
10 N 0.878 3.025 0.812  -0.70
11 N -0.355 3.371 1.307  0.16
12 C -1.383 3.170 0.478  0.04
13 S -3.008 3.438 0.678  -0.40
14 N -0.742 2.634 -0.623  0.02
15 H -1.748 -4.455 0.626  0.31
16 H -3.356 -3.776 0.387  0.40
17 H -2.192 -3.682 -0.925  0.29
18 H -2.469 -1.493 0.292  0.34
19 H -1.992 -2.243 1.810  0.29
20 H -0.210 -2.054 -0.653  0.33
21 H 0.247 -2.835 0.810  0.33
22 H -0.098 -0.553 2.012  0.47
23 H -0.506 0.175 0.431  -0.25
24 H 1.855 0.587 1.198  0.38
25 H 2.174 -1.136 1.323  0.42
26 H 1.977 -1.449 -1.111  0.32
27 H 3.197 -0.235 -0.686  0.43
28 H 1.902 0.389 -2.688  0.35
29 H 0.404 0.285 -1.806  0.39
30 H 2.598 2.231 -0.961  0.33
31 H 1.546 2.647 -2.290  0.38
32 H -0.456 3.758 2.217  0.17
33 H -1.227 2.367 -1.475  0.22

Computed properties:
charge	0
E	-25984.406	eV
HOMO energy	-8.05	eV
Kohn-Sham gap	8.7	eV
SMILES	CCCCCCCCc1n[nH]c(=S)[nH]1
2S+1	1

***

Formula: C10H19N4O5
Source: the OMol25 dataset
Level of theory: wB97M-V/def2-TZVPD

Last column: Mulliken charge in e.
CARTESIAN COORDINATES (ANGSTROEM)
1 C 1.400 3.776 0.379  -1.07
2 C 0.628 3.598 -0.921  -0.29
3 O -0.464 2.695 -0.805  -0.40
4 C -0.080 1.365 -0.556  -0.21
5 C -1.290 0.537 -0.958  -0.58
6 O -0.977 -0.872 -1.175  -0.28
7 C -0.220 -1.135 -2.200  0.47
8 N 1.071 -1.395 -2.164  -0.46
9 C 1.423 -1.642 -3.426  0.59
10 N 2.645 -1.938 -3.862  -0.37
11 N 0.354 -1.552 -4.243  -0.17
12 N -0.701 -1.204 -3.448  0.01
13 H 0.697 3.729 1.212  0.29
14 H 1.924 4.729 0.394  0.39
15 H 2.134 2.979 0.517  0.27
16 H 1.294 3.259 -1.724  0.30
17 H 0.200 4.548 -1.232  0.37
18 H 0.822 1.099 -1.120  0.45
19 H 0.128 1.217 0.509  0.14
20 H -2.019 0.532 -0.151  0.31
21 H -1.764 0.977 -1.835  0.30
22 H 2.900 -1.771 -4.820  0.23
23 H 3.364 -2.243 -3.228  0.25
24 H 0.280 -1.707 -5.235  0.21
25 H -1.645 -1.074 -3.778  0.26
26 C -0.772 -2.010 1.797  -1.37
27 C -1.191 -1.181 2.986  0.59
28 C -0.086 -0.841 3.968  -0.43
29 O -0.792 -0.755 5.206  -0.34
30 C -1.910 -1.522 5.113  0.58
31 O -2.615 -1.809 6.016  -0.49
32 O -2.097 -1.910 3.822  -0.39
33 H -0.452 -2.999 2.124  0.43
34 H -1.602 -2.144 1.107  0.26
35 H 0.050 -1.529 1.266  0.36
36 H -1.706 -0.270 2.662  0.18
37 H 0.412 0.103 3.761  0.29
38 H 0.658 -1.639 4.040  0.32

Computed properties:
charge	+1
E	-26868.841	eV
HOMO energy	-12.69	eV
Kohn-Sham gap	9.5	eV
2S+1	1

***

Formula: C10H19N5
Source: the OMol25 dataset
Level of theory: wB97M-V/def2-TZVPD

Last column: Mulliken charge in e.
CARTESIAN COORDINATES (ANGSTROEM)
1 C 2.638 2.235 -2.432  -0.80
2 N 1.444 2.113 -1.641  0.45
3 C 1.796 1.971 -0.139  -1.04
4 C 0.527 1.566 0.663  -0.48
5 N -0.021 0.341 0.124  0.14
6 C -1.169 -0.345 1.026  0.55
7 C -2.486 0.197 0.694  -1.50
8 C -0.792 -0.335 2.534  -1.55
9 N -1.004 -1.722 0.571  0.25
10 C -1.696 -2.287 -0.357  0.17
11 C -1.136 -3.627 -0.614  -0.53
12 N -0.188 -3.819 0.207  -0.40
13 C -0.036 -2.753 1.040  -0.41
14 C 0.204 0.205 -1.213  -0.16
15 N 0.744 1.010 -2.053  -0.99
16 H 3.161 1.281 -2.447  0.36
17 H 2.380 2.398 -3.404  0.39
18 H 3.368 3.105 -2.160  0.33
19 H 0.688 2.800 -1.748  0.40
20 H 2.196 2.905 0.124  0.51
21 H 2.625 1.225 -0.071  0.37
22 H -0.168 2.359 0.570  0.40
23 H 0.876 1.600 1.689  0.41
24 H -2.434 0.235 -0.394  0.44
25 H -2.793 1.136 1.277  0.35
26 H -3.255 -0.516 0.888  0.48
27 H 0.040 -0.975 2.723  0.46
28 H -0.616 0.741 2.934  0.48
29 H -1.724 -0.749 2.900  0.45
30 H -2.433 -1.744 -0.986  0.48
31 H -1.405 -4.294 -1.328  0.50
32 H -0.120 -3.194 2.005  0.47
33 H 1.036 -2.474 0.696  0.28
34 H -0.245 -0.587 -1.678  0.74

Computed properties:
charge	+2
E	-18108.682	eV
HOMO energy	-16.88	eV
Kohn-Sham gap	8.6	eV
SMILES	C[N@@H+]1CCN(C(C)(C)[N+]2=CC=NC2)C=N1
2S+1	1

***

Formula: C10H19N5O5
Source: the OMol25 dataset
Level of theory: wB97M-V/def2-TZVPD

Last column: Mulliken charge in e.
CARTESIAN COORDINATES (ANGSTROEM)
1 H 3.927 -0.281 3.083  0.23
2 N 2.987 -0.682 3.350  -0.78
3 C 2.263 -0.773 2.337  0.29
4 N 2.568 -0.435 0.949  -0.39
5 N 0.964 -1.247 2.380  -0.35
6 C -0.132 -0.409 1.825  0.15
7 C -0.029 1.138 2.004  -1.13
8 C -0.882 1.760 0.905  -0.62
9 C -0.170 1.948 -0.431  0.56
10 N 0.642 0.845 -0.942  -0.44
11 C 0.179 -0.336 -1.470  -0.38
12 O 0.937 -1.318 -1.466  -0.72
13 C -1.174 -0.361 -2.259  0.28
14 N -1.008 -1.245 -3.479  -0.79
15 C -2.353 -0.856 -1.319  -0.18
16 C -2.195 -2.309 -1.179  0.28
17 O -2.404 -3.191 -2.027  -0.67
18 O -1.689 -2.607 0.017  -0.38
19 C 0.687 3.213 -0.506  0.11
20 O 0.332 4.251 -0.076  -0.55
21 O 1.792 3.015 -1.228  -0.57
22 H 3.567 -0.468 0.764  0.25
23 H 2.091 -1.079 0.311  0.20
24 H 0.743 -1.620 3.297  0.33
25 H -1.162 -0.669 2.271  0.34
26 H -0.008 -0.625 0.730  -0.21
27 H -0.251 1.567 2.940  0.61
28 H 0.991 1.540 1.849  0.39
29 H -1.713 1.033 0.834  0.17
30 H -1.328 2.751 1.193  0.44
31 H -0.920 2.215 -1.261  0.25
32 H 1.491 0.872 -0.358  0.92
33 H -1.458 0.655 -2.620  0.40
34 H -1.700 -1.988 -3.387  0.40
35 H -0.111 -1.774 -3.391  0.32
36 H -2.383 -0.385 -0.356  0.13
37 H -3.374 -0.737 -1.792  0.35
38 H -1.532 -3.564 0.100  0.33
39 H 1.815 2.155 -1.594  0.41

Computed properties:
charge	0
E	-28366.493	eV
HOMO energy	-9.40	eV
Kohn-Sham gap	9.8	eV
SMILES	[H]/N=C(\N)NCCC[C@H](NC(=O)[C@@H](N)CC(=O)O)C(=O)O
2S+1	1

***

Formula: C10H19N5O5
Source: the OMol25 dataset
Level of theory: wB97M-V/def2-TZVPD

Last column: Mulliken charge in e.
CARTESIAN COORDINATES (ANGSTROEM)
1 H 5.676 1.411 -1.625  0.20
2 N 5.682 0.678 -0.953  -0.82
3 C 4.758 0.713 -0.027  0.60
4 N 4.540 -0.566 0.849  -0.56
5 N 3.789 1.649 -0.086  -0.33
6 C 3.041 2.239 1.166  -0.74
7 C 1.698 1.433 1.654  -0.71
8 C 1.009 0.832 0.264  -0.22
9 C 0.349 -0.496 0.824  -0.29
10 N 1.379 -1.584 0.628  -0.60
11 C -0.915 -0.719 0.101  0.18
12 O -0.837 -1.394 -0.931  -0.67
13 N -2.077 -0.015 0.662  -0.31
14 C -3.541 -0.576 0.088  0.14
15 C -3.570 0.182 -1.257  -0.73
16 C -4.862 0.162 -2.129  0.40
17 O -4.802 0.303 -3.400  -0.58
18 O -6.200 -0.061 -1.569  -0.48
19 C -3.428 -2.111 0.014  0.55
20 O -2.892 -2.778 0.915  -0.59
21 O -3.839 -2.578 -1.223  -0.47
22 H 5.274 -1.331 0.493  0.35
23 H 3.558 -0.838 0.549  0.17
24 H 4.188 2.697 -0.465  0.34
25 H 3.504 2.423 2.113  0.32
26 H 2.881 3.323 0.743  0.42
27 H 2.055 0.446 2.065  0.39
28 H 1.090 2.111 2.334  0.30
29 H 0.276 1.650 -0.361  0.25
30 H 1.941 0.593 -0.556  0.24
31 H 0.044 -0.348 1.860  0.37
32 H 1.409 -1.883 -0.341  0.27
33 H 1.352 -2.439 1.564  0.29
34 H -1.841 -0.114 1.711  0.31
35 H -4.125 -0.258 0.980  0.43
36 H -2.799 -0.209 -1.871  0.24
37 H -3.263 1.140 -0.848  0.59
38 H -6.764 -0.160 -2.378  0.35
39 H -3.739 -3.525 -1.558  0.38

Computed properties:
charge	0
E	-28360.542	eV
HOMO energy	-8.80	eV
Kohn-Sham gap	9.2	eV
SMILES	[H]/N=C(/N)NCCC[C@H](N)C(=O)N[C@@H](CC(=O)O)C(=O)O
2S+1	1

***

Formula: C10H20BaN4O7
Source: the OMol25 dataset
Level of theory: wB97M-V/def2-TZVPD

Last column: Mulliken charge in e.
CARTESIAN COORDINATES (ANGSTROEM)
1 O -4.726 -1.930 -1.348  -0.64
2 H -5.629 -1.657 -1.598  0.29
3 Ba -1.591 -0.985 -0.247  1.87
4 N 1.417 -1.054 1.821  0.44
5 N -1.027 -1.537 2.240  0.29
6 N -0.063 1.289 -1.446  0.23
7 N -1.968 0.150 -2.613  0.21
8 O 2.651 -0.875 1.557  -0.79
9 O 0.932 2.016 -0.791  -0.63
10 O -2.874 -0.573 -3.143  -0.78
11 O -2.282 -1.813 2.281  -0.69
12 C -0.211 -2.013 3.220  0.10
13 C 1.158 -1.766 2.972  0.36
14 C -0.483 1.936 -2.549  0.04
15 C -1.548 1.282 -3.226  0.34
16 C 2.239 -2.195 3.892  -1.31
17 H 2.172 -1.666 4.858  0.28
18 H 3.211 -1.981 3.428  0.34
19 H 2.173 -3.271 4.103  0.33
20 C -0.685 -2.716 4.430  -1.23
21 H -1.762 -2.872 4.406  0.35
22 H -0.450 -2.138 5.329  0.30
23 H -0.191 -3.687 4.540  0.32
24 C 0.096 3.216 -3.049  -1.28
25 C -2.165 1.835 -4.451  -1.39
26 H 1.072 3.043 -3.523  0.26
27 H 0.212 3.939 -2.237  0.32
28 H -0.549 3.669 -3.810  0.36
29 H -2.950 1.163 -4.801  0.33
30 H -1.426 1.975 -5.251  0.33
31 H -2.602 2.824 -4.258  0.34
32 H 1.783 1.422 -0.770  0.40
33 H -4.197 -1.744 -2.164  0.37
34 C 0.269 -2.027 -1.054  -1.24
35 H 0.859 -2.565 -0.313  0.42
36 H 0.915 -1.342 -1.604  0.31
37 H -0.132 -2.765 -1.804  0.51
38 O 3.160 0.851 -0.491  -0.65
39 H 3.730 0.430 -1.167  0.29
40 H 3.098 0.240 0.297  0.42
41 O 0.725 2.284 1.960  -0.18
42 C 0.127 1.469 1.417  0.08

Computed properties:
charge	0
E	-31671.969	eV
HOMO energy (spin up / spin down)	-7.13 / -7.12	eV
Kohn-Sham gap (spin up / spin down)	6.0 / 4.8	eV
2S+1	1